Record 1
Entry from OMol25: the molecule C5H10N2 (ωB97M-V/def2-TZVPD).

```
! wB97M-V def2-TZVPD RIJCOSX def2/J DEFGRID3
* xyz 0 1
C 2.66337 -0.48863 -1.08404
N 1.86850 0.35482 -0.56789
C 0.76509 -0.10552 0.15713
C -0.04308 0.76813 0.84329
N 0.15116 2.09502 0.67689
C -1.38623 0.05970 -0.08471
C -1.91792 -1.24871 0.45268
H 2.47960 -1.57053 -1.08339
H 3.55301 -0.13456 -1.59363
H 0.68891 -1.17816 0.32712
H 0.31595 2.56511 -0.20385
H 0.40715 2.70497 1.43505
H -2.06280 0.87663 0.15905
H -1.29629 0.06259 -1.17492
H -1.97523 -1.22450 1.53885
H -2.91472 -1.44229 0.04676
H -1.29647 -2.09408 0.15560
*
```

Electronic energy = -8323.071 eV
Gap between HOMO and LUMO (alpha / beta) = 0.288 / 0.288 Eh
Energy above the lowest of the compared OMol25 structures with the same formula, charge and spin = 98.3 kcal per mole



Record 2
Entry from OMol25: a cluster of 2 separate species, C5H17N4O in total (ωB97M-V/def2-TZVPD).

```
! wB97M-V def2-TZVPD RIJCOSX def2/J DEFGRID3
* xyz 1 1
C -2.95570 0.75782 -0.61591
C 1.17919 0.59957 2.03946
C -0.18039 -0.90422 -1.87464
C -1.88932 1.05087 0.44838
C 0.84416 -1.11472 0.25563
N 2.82027 -0.51970 -0.54224
N 1.04269 -0.75606 1.47339
N -0.02369 -0.40295 -0.49885
N -0.49025 0.80496 0.01666
O 0.99938 -2.40347 -0.10125
H -3.04097 1.54282 -1.36185
H -2.94251 -0.24008 -1.08653
H -3.94277 0.74064 -0.12179
H 2.29867 0.73669 2.28815
H 0.82180 1.35430 1.36743
H 0.66167 0.56755 2.97861
H 0.73087 -1.59969 -2.15416
H -1.18721 -1.45040 -1.95665
H -0.14342 -0.02933 -2.50217
H -2.00257 0.45940 1.40038
H -1.98748 2.16728 0.89949
H 3.50756 -0.71515 0.23341
H 3.01118 -0.82879 -1.43186
H 1.46992 -1.46998 2.03712
H 2.88292 0.56310 -0.75743
H -0.32014 1.51760 -0.64773
H 1.41138 -2.90233 0.67237
*
```

Electronic energy = -13459.951 eV
Gap between HOMO and LUMO = 0.367 Eh
Energy above the lowest of the compared OMol25 structures with the same formula, charge and spin = 36.2 kcal per mole



Record 3
Entry from OMol25: a structure of composition C17H28OPTi (ωB97M-V/def2-TZVPD).

```
! wB97M-V def2-TZVPD RIJCOSX def2/J DEFGRID3
* xyz 1 1
C -0.79555 2.04297 -1.06929
C 0.20866 2.14313 -2.23733
C -2.26793 1.97425 -1.50903
C -0.49533 3.22456 -0.12987
H -2.67499 3.00183 -1.48979
H -2.92833 1.38497 -0.84553
H -2.38436 1.56848 -2.52459
H 0.41316 3.21862 -2.42291
H -0.18215 1.72964 -3.17356
H 1.18216 1.67342 -2.01820
H -0.37072 4.11787 -0.76527
H 0.44451 3.07856 0.42833
H -1.31503 3.42364 0.56754
C -0.39144 -2.34406 -1.07622
C -1.62521 -1.62158 -1.10580
C -1.50441 -0.66962 -2.20293
H -2.56111 -1.91892 -0.66035
C -0.22566 -0.88051 -2.83143
C 0.42014 -1.94911 -2.18902
H 1.35917 -2.41857 -2.51184
H -0.18907 -3.14528 -0.36433
H -2.39201 -0.21502 -2.65159
H 0.12841 -0.40232 -3.74616
C -0.73485 0.21550 2.81511
C -1.44454 -0.91009 2.29197
C -2.40671 -0.46442 1.33649
H -1.33114 -1.94038 2.62169
C -2.32476 0.98589 1.31300
C -1.24179 1.37701 2.18473
H -1.01966 2.40149 2.47895
H 0.03419 0.20643 3.59500
H -3.22779 -1.04536 0.90204
H -3.11401 1.64845 0.93947
Ti -0.77461 0.26929 -0.20422
C 3.54570 -0.06101 1.42575
P 2.16004 -1.06229 0.93866
C 2.78921 -2.35099 -0.12176
C 1.55573 -2.01955 2.31867
O 1.08773 -0.13720 0.31077
H 3.25031 0.60960 2.25065
H 3.87479 0.54668 0.56951
H 4.37702 -0.70458 1.76326
H 3.59815 -2.89127 0.39075
H 2.00577 -3.07705 -0.36084
H 3.18131 -1.90631 -1.04374
H 1.28042 -1.37922 3.15820
H 0.69079 -2.61353 2.00752
H 2.33578 -2.71404 2.64756
*
```

Electronic energy = -52528.578 eV
Gap between HOMO and LUMO = 0.297 Eh